1.
{
  "formula": "C20H19N3OPRhS",
  "method": "wB97M-V/def2-TZVPD",
  "gap_ha": 0.2727,
  "total_energy_ha": -1862.595535,
  "e_homo_ha": -0.54150,
  "relative_energy_kj_mol": 116.33,
  "total_charge": 2,
  "symbols": ["Rh", "O", "C", "C", "C", "C", "C", "C", "C", "P", "C", "C", "C", "C", "C", "C", "C", "C", "C", "C", "C", "C", "H", "H", "H", "H", "H", "H", "H", "H", "H", "H", "H", "H", "H", "H", "N", "N", "C", "N", "S", "H", "H", "H", "H", "H"],
  "xyz": [[-1.4825, 0.6332, 0.5242], [-3.2053, -1.0163, 0.1299], [-2.2530, -0.8727, -0.5634], [-1.4914, -1.7104, -1.5132], [-2.0768, -2.7540, -2.2022], [-1.2902, -3.4308, -3.1363], [0.0232, -3.0363, -3.3535], [0.5924, -1.9690, -2.6477], [-0.1845, -1.3030, -1.7232], [0.3179, 0.0666, -0.6489], [1.8966, 0.6862, -1.1843], [1.9593, 1.4781, -2.3365], [3.1889, 1.8859, -2.8216], [4.3516, 1.5145, -2.1565], [4.2911, 0.7360, -1.0093], [3.0649, 0.3215, -0.5120], [0.5495, -0.6698, 0.9845], [0.6986, 0.2585, 2.0325], [0.8050, -0.1629, 3.3539], [0.7664, -1.5185, 3.6388], [0.6218, -2.4549, 2.6117], [0.5100, -2.0408, 1.2996], [-3.1082, -3.0303, -2.0284], [-1.7119, -4.2527, -3.6977], [0.6208, -3.5595, -4.0885], [1.6172, -1.6705, -2.8286], [1.0527, 1.7822, -2.8480], [3.2426, 2.4973, -3.7118], [5.3120, 1.8411, -2.5327], [5.2006, 0.4476, -0.5003], [3.0256, -0.2823, 0.3844], [0.8384, 1.3074, 1.7928], [0.9486, 0.5618, 4.1451], [0.8688, -1.8583, 4.6612], [0.6049, -3.5110, 2.8437], [0.4139, -2.7783, 0.5117], [-2.5251, 1.1238, 2.3365], [-3.1372, 2.3904, 2.3824], [-2.9564, 3.2429, 1.3578], [-3.5686, 4.4167, 1.4244], [-1.9531, 2.8725, 0.0446], [-3.2527, 0.4117, 2.3951], [-1.8915, 1.0192, 3.1278], [-3.7034, 2.6163, 3.1874], [-4.1535, 4.6908, 2.1980], [-3.4381, 5.0799, 0.6765]],
  "atomic_forces_ev_per_a": [[1.19, 0.45, -0.26], [-0.50, -0.55, -0.87], [0.33, 0.07, 1.39], [-0.91, 0.96, 0.05], [0.10, -0.43, -0.24], [-0.08, 0.17, 0.23], [0.12, 0.07, 0.01], [0.00, -0.20, -0.07], [0.46, 0.24, -0.18], [0.11, -0.86, 0.01], [-0.10, 0.49, -0.26], [-0.03, 0.01, 0.03], [0.00, 0.02, 0.03], [0.01, 0.02, -0.02], [-0.03, -0.01, 0.02], [0.02, 0.00, -0.03], [-0.20, -0.18, 0.27], [0.34, 0.15, 0.17], [-0.05, -0.04, -0.08], [-0.03, -0.10, -0.05], [0.02, 0.07, 0.07], [-0.14, -0.01, -0.14], [0.01, 0.02, 0.00], [0.01, 0.00, -0.01], [-0.01, 0.01, 0.00], [0.00, -0.02, -0.02], [0.00, -0.04, -0.02], [0.00, 0.00, 0.00], [0.00, -0.02, -0.01], [-0.01, 0.01, 0.01], [0.00, -0.03, -0.02], [-0.03, 0.04, 0.05], [0.03, -0.01, -0.01], [-0.01, 0.00, 0.00], [0.02, 0.00, 0.00], [-0.03, 0.03, -0.01], [-0.49, 0.06, 0.36], [0.11, -0.02, -0.22], [-0.36, 0.16, 0.47], [0.15, -0.07, -0.09], [0.04, -0.44, -0.68], [0.05, -0.04, 0.06], [-0.05, -0.01, 0.02], [-0.02, 0.01, 0.00], [0.02, 0.03, 0.02], [-0.05, 0.01, -0.01]],
  "mulliken_charge": [-0.6201, -0.4315, 0.5780, 0.0097, -0.6754, -0.5973, -0.7157, -0.4454, 0.2040, 1.6193, 0.5139, -0.2252, -0.8019, -0.4524, -0.8147, -0.0881, -0.0451, 0.2038, -0.7381, -0.5092, -0.6957, -0.5635, 0.5366, 0.4463, 0.4519, 0.5259, 0.4258, 0.4225, 0.4210, 0.4319, 0.3991, 0.4851, 0.5347, 0.4471, 0.4744, 0.4571, -0.4820, -0.2871, 0.9412, -0.4011, -0.3096, 0.3691, 0.3317, 0.2411, 0.2106, 0.2173]
}


2.
{
  "formula": "C45H40KN5O5S2Si",
  "method": "wB97M-V/def2-TZVPD",
  "gap_ha": 0.2195,
  "total_energy_ha": -4074.755215,
  "e_homo_ha": -0.07534,
  "relative_energy_kj_mol": 62.04,
  "total_charge": -2,
  "symbols": ["K", "O", "C", "C", "C", "C", "C", "C", "C", "O", "N", "N", "C", "C", "C", "C", "C", "C", "C", "O", "H", "H", "H", "H", "H", "H", "H", "H", "H", "H", "N", "N", "C", "N", "S", "H", "H", "H", "H", "H", "O", "Si", "C", "C", "C", "C", "C", "C", "C", "C", "C", "C", "C", "C", "C", "C", "C", "C", "C", "C", "H", "H", "H", "H", "H", "H", "H", "H", "H", "H", "H", "H", "H", "H", "H", "O", "S", "C", "C", "C", "C", "C", "C", "C", "C", "C", "C", "C", "C", "H", "H", "H", "H", "H", "H", "H", "H", "H", "H"],
  "xyz": [[0.6812, -0.7341, 0.5199], [3.0591, -2.2644, -3.1560], [3.9251, -3.1376, -2.7077], [4.8594, -3.7513, -3.5775], [5.7754, -4.6768, -3.1194], [5.8179, -5.0395, -1.7685], [4.9190, -4.4449, -0.8982], [3.9854, -3.5078, -1.3330], [3.0317, -2.8946, -0.3570], [2.1864, -2.0054, -0.8750], [3.0600, -3.2203, 0.8838], [2.0034, -2.7372, 1.6714], [2.3229, -2.1078, 2.7321], [1.3594, -1.6295, 3.7532], [1.8548, -1.4167, 5.0425], [1.0701, -1.0045, 6.1068], [-0.2901, -0.7730, 5.8566], [-0.8201, -0.9271, 4.5960], [-0.0307, -1.3348, 3.4645], [-0.5280, -1.3960, 2.3035], [2.3924, -1.9938, -1.8803], [4.8231, -3.4613, -4.6212], [6.4731, -5.1241, -3.8200], [6.5346, -5.7670, -1.4086], [4.9177, -4.6934, 0.1570], [3.3796, -1.9185, 2.9467], [2.9126, -1.6087, 5.2107], [1.4955, -0.8601, 7.0912], [-0.9349, -0.4478, 6.6687], [-1.8665, -0.7201, 4.3962], [1.2311, 0.6912, -2.1790], [1.2481, -0.0969, -3.3386], [0.1874, -0.4061, -4.0735], [0.4362, -1.4449, -4.9385], [-1.3072, 0.3831, -4.0037], [0.2825, 0.9295, -1.8989], [1.7237, 1.5588, -2.3542], [2.0325, -0.7425, -3.3641], [1.1479, -2.1034, -4.6395], [-0.4095, -1.8628, -5.2869], [0.4193, 1.6850, 0.3619], [0.0541, 3.2117, 0.5191], [-0.5941, 3.6663, 2.2454], [-0.7420, 2.6575, 3.2073], [-1.2134, 2.9469, 4.4875], [-1.5541, 4.2505, 4.8256], [-1.4207, 5.2675, 3.8841], [-0.9447, 4.9722, 2.6132], [-1.2892, 3.8436, -0.6781], [-0.9996, 4.1793, -2.0070], [-1.9965, 4.5356, -2.9089], [-3.3233, 4.5697, -2.4983], [-3.6437, 4.2416, -1.1852], [-2.6383, 3.8830, -0.2919], [1.5459, 4.3566, 0.2201], [1.4536, 5.7132, -0.1181], [2.5887, 6.5029, -0.2809], [3.8523, 5.9472, -0.1117], [3.9716, 4.6012, 0.2174], [2.8312, 3.8198, 0.3770], [-0.4884, 1.6328, 2.9463], [-1.3034, 2.1484, 5.2127], [-1.9214, 4.4765, 5.8203], [-1.6850, 6.2871, 4.1429], [-0.8443, 5.7783, 1.8899], [0.0293, 4.1438, -2.3546], [-1.7396, 4.7680, -3.9362], [-4.1043, 4.8397, -3.2004], [-4.6782, 4.2564, -0.8596], [-2.9072, 3.6252, 0.7285], [0.4755, 6.1619, -0.2682], [2.4878, 7.5500, -0.5461], [4.7387, 6.5581, -0.2412], [4.9534, 4.1583, 0.3431], [2.9267, 2.7647, 0.6177], [-0.6580, -2.5950, -2.0563], [-1.8094, -1.9324, -1.3644], [-3.2837, -2.3819, -2.2651], [-4.3717, -1.5280, -2.2873], [-5.4984, -1.8930, -3.0150], [-5.5123, -3.0893, -3.7206], [-4.3958, -3.9222, -3.7080], [-3.2706, -3.5684, -2.9788], [-2.0819, -2.8814, 0.1457], [-1.1579, -3.8543, 0.4684], [-1.3044, -4.5402, 1.6707], [-2.3663, -4.2518, 2.5113], [-3.2869, -3.2627, 2.1679], [-3.1415, -2.5626, 0.9854], [-4.3282, -0.5776, -1.7654], [-6.3556, -1.2317, -3.0463], [-6.3878, -3.3671, -4.2952], [-4.4026, -4.8481, -4.2713], [-2.3763, -4.1828, -2.9627], [-0.3109, -4.0272, -0.1866], [-0.5584, -5.2705, 1.9598], [-2.4623, -4.7709, 3.4576], [-4.0947, -3.0133, 2.8449], [-3.8235, -1.7562, 0.7359]],
  "atomic_forces_ev_per_a": [[0.11, 1.08, -1.16], [0.11, -0.26, -0.08], [-0.02, 0.18, -0.02], [-0.03, -0.03, 0.07], [-0.03, 0.01, 0.11], [-0.10, 0.10, -0.13], [0.00, 0.00, -0.02], [-0.08, 0.05, 0.25], [0.17, -0.17, -0.16], [0.49, -0.66, -0.01], [0.06, 0.03, 0.28], [0.16, -0.06, -0.38], [-0.28, -0.10, 0.40], [0.12, 0.08, -0.23], [0.13, -0.08, -0.07], [-0.09, -0.03, -0.17], [0.03, 0.01, -0.06], [0.13, -0.03, 0.05], [0.02, -0.12, 0.06], [-0.85, -0.45, 1.49], [-0.07, 0.04, -0.11], [0.01, -0.02, -0.01], [0.01, -0.01, -0.01], [0.01, 0.00, -0.01], [0.00, 0.01, -0.03], [0.10, -0.13, 0.08], [0.00, 0.02, 0.00], [0.00, 0.00, 0.01], [-0.01, 0.00, 0.00], [0.01, 0.00, 0.02], [0.12, -0.04, -0.06], [-0.03, 0.19, 0.12], [0.01, -0.04, -0.01], [-0.23, 0.04, -0.08], [0.23, -0.11, -0.04], [-0.04, -0.07, -0.07], [-0.09, 0.09, 0.02], [0.05, -0.02, 0.01], [0.01, 0.03, 0.06], [-0.01, -0.01, 0.00], [-0.20, 1.05, 0.06], [0.04, -0.50, -0.10], [-0.09, -0.05, 0.20], [-0.03, 0.16, -0.02], [0.06, 0.06, -0.17], [0.02, -0.01, -0.06], [0.03, -0.11, -0.01], [0.03, -0.10, 0.00], [-0.26, 0.05, -0.06], [-0.06, -0.07, 0.07], [-0.01, -0.03, 0.10], [0.04, -0.01, 0.07], [0.14, -0.02, -0.02], [0.11, 0.05, -0.14], [0.20, 0.14, -0.04], [0.12, -0.09, 0.06], [-0.01, -0.12, 0.02], [-0.08, -0.05, 0.02], [-0.11, 0.04, -0.03], [-0.05, 0.08, -0.04], [-0.01, 0.08, 0.00], [-0.01, -0.04, 0.03], [0.00, 0.00, 0.02], [0.00, 0.00, 0.01], [0.00, -0.05, 0.02], [-0.03, 0.01, 0.03], [0.00, -0.01, 0.02], [0.00, -0.01, 0.01], [0.00, 0.00, 0.00], [0.03, 0.01, -0.04], [0.02, -0.02, 0.00], [0.00, -0.01, 0.00], [0.00, 0.00, 0.00], [-0.01, 0.01, 0.00], [-0.04, 0.05, -0.01], [-0.43, 0.11, 0.19], [0.72, 0.23, 0.00], [0.00, -0.21, 0.05], [-0.06, 0.02, -0.01], [0.03, -0.04, -0.01], [0.09, 0.01, 0.04], [-0.02, 0.02, 0.00], [-0.16, -0.05, -0.09], [-0.26, -0.11, -0.34], [0.07, -0.01, 0.11], [0.01, 0.05, -0.04], [-0.03, 0.06, -0.05], [0.07, -0.05, 0.03], [0.06, -0.03, 0.01], [0.02, -0.06, -0.02], [0.01, -0.01, 0.00], [0.01, 0.00, 0.00], [-0.02, 0.02, 0.00], [-0.05, 0.05, 0.01], [-0.08, 0.01, 0.03], [-0.03, 0.02, -0.01], [0.00, 0.02, -0.01], [0.01, -0.01, 0.00], [0.03, -0.05, -0.02]],
  "mulliken_charge": [1.5263, -0.8682, 0.0469, -0.5743, -0.3206, -0.7571, -0.2800, 0.1219, 0.0473, -0.0656, -0.8659, 0.1366, -0.7228, 0.6119, -0.6664, -0.8916, -0.3441, -0.4548, 0.2191, -0.3347, 0.3591, 0.3831, 0.3312, 0.3706, 0.4354, 0.2260, 0.3329, 0.3499, 0.3875, 0.4240, 0.0822, -0.2175, 0.3686, -0.5608, -0.4115, -0.0700, 0.1738, 0.3192, 0.2881, 0.2487, 0.5841, -1.9040, 0.1091, -0.6510, -0.2809, -0.5141, -0.6814, 0.0605, 0.4287, 0.1123, -0.7081, -0.3325, -0.6798, -0.2946, 0.4903, -0.0061, -0.6999, -0.3279, -0.5850, -0.3424, 0.4768, 0.4408, 0.3505, 0.3601, 0.1875, 0.3287, 0.3565, 0.3510, 0.3694, 0.3261, 0.2558, 0.3612, 0.3404, 0.3898, 0.2701, -0.5877, 0.7840, -0.0647, -0.1409, -0.6871, -0.3826, -0.7445, -0.3484, 0.4836, -0.1548, -0.6087, -0.4792, -0.6569, -0.5893, 0.5337, 0.3816, 0.3657, 0.3858, 0.4454, 0.3472, 0.3393, 0.3473, 0.3534, 0.3518]
}


3.
{
  "formula": "C9H14",
  "method": "wB97M-V/def2-TZVPD",
  "gap_ha": 0.3677,
  "smiles": "Cc1ccccc1.CC",
  "total_energy_ha": -351.249349,
  "e_homo_ha": -0.33117,
  "relative_energy_kj_mol": 212.25,
  "symbols": ["C", "C", "C", "C", "C", "C", "C", "H", "H", "H", "H", "H", "H", "H", "H", "C", "C", "H", "H", "H", "H", "H", "H"],
  "xyz": [[-0.7061, 1.2910, 2.0632], [-0.4256, 1.0581, 0.6072], [0.8570, 1.3194, 0.0998], [1.0416, 1.3513, -1.3592], [0.0062, 1.0472, -2.2186], [-1.2420, 0.6787, -1.7505], [-1.3448, 0.6531, -0.3987], [-1.3211, 2.2062, 2.0450], [0.1094, 1.4297, 2.7030], [-1.2298, 0.4539, 2.3631], [1.7038, 1.5630, 0.8756], [1.9198, 1.7424, -1.8051], [0.2535, 1.2259, -3.2419], [-2.1583, 0.6138, -2.3161], [-2.4203, 0.2241, -0.1489], [0.5590, -3.3854, 1.5634], [1.0031, -2.5470, 0.4032], [-0.5167, -3.3766, 1.9386], [0.4287, -4.4616, 1.0606], [1.3809, -3.4372, 2.1514], [0.2916, -2.7570, -0.3854], [1.0714, -1.4295, 0.5006], [1.9965, -2.7952, 0.2003]],
  "atomic_forces_ev_per_a": [[-1.26, 1.16, -2.37], [2.15, -0.22, -1.96], [0.81, 0.63, -0.70], [-0.93, -0.27, 2.86], [0.83, 0.66, -0.32], [1.10, 0.71, 0.08], [-4.11, -1.24, 2.70], [-0.05, -0.45, 0.63], [1.53, 0.23, 0.51], [-1.58, -1.48, 1.24], [-1.58, -0.31, -1.92], [0.98, 0.02, -0.02], [-0.32, -0.15, -0.75], [0.28, -0.52, -0.43], [2.15, 1.27, 0.46], [-3.54, -3.17, -3.01], [-1.94, 2.16, -0.10], [1.70, 1.12, 0.19], [0.80, 1.76, 1.11], [1.66, -0.41, 3.09], [0.42, 0.24, -0.79], [-0.55, -0.90, 0.43], [1.45, -0.83, -0.93]],
  "mulliken_charge": [-1.4937, 0.5794, -0.1723, -0.6494, -0.2249, -0.7127, 0.0861, 0.3153, 0.4085, 0.3709, 0.1699, 0.4155, 0.3807, 0.3898, 0.1194, -0.8690, -0.5573, 0.2872, 0.2179, 0.3330, 0.2460, 0.0150, 0.3445]
}


Copy entry 3 word for word.
{
  "formula": "C9H14",
  "method": "wB97M-V/def2-TZVPD",
  "gap_ha": 0.3677,
  "smiles": "Cc1ccccc1.CC",
  "total_energy_ha": -351.249349,
  "e_homo_ha": -0.33117,
  "relative_energy_kj_mol": 212.25,
  "symbols": ["C", "C", "C", "C", "C", "C", "C", "H", "H", "H", "H", "H", "H", "H", "H", "C", "C", "H", "H", "H", "H", "H", "H"],
  "xyz": [[-0.7061, 1.2910, 2.0632], [-0.4256, 1.0581, 0.6072], [0.8570, 1.3194, 0.0998], [1.0416, 1.3513, -1.3592], [0.0062, 1.0472, -2.2186], [-1.2420, 0.6787, -1.7505], [-1.3448, 0.6531, -0.3987], [-1.3211, 2.2062, 2.0450], [0.1094, 1.4297, 2.7030], [-1.2298, 0.4539, 2.3631], [1.7038, 1.5630, 0.8756], [1.9198, 1.7424, -1.8051], [0.2535, 1.2259, -3.2419], [-2.1583, 0.6138, -2.3161], [-2.4203, 0.2241, -0.1489], [0.5590, -3.3854, 1.5634], [1.0031, -2.5470, 0.4032], [-0.5167, -3.3766, 1.9386], [0.4287, -4.4616, 1.0606], [1.3809, -3.4372, 2.1514], [0.2916, -2.7570, -0.3854], [1.0714, -1.4295, 0.5006], [1.9965, -2.7952, 0.2003]],
  "atomic_forces_ev_per_a": [[-1.26, 1.16, -2.37], [2.15, -0.22, -1.96], [0.81, 0.63, -0.70], [-0.93, -0.27, 2.86], [0.83, 0.66, -0.32], [1.10, 0.71, 0.08], [-4.11, -1.24, 2.70], [-0.05, -0.45, 0.63], [1.53, 0.23, 0.51], [-1.58, -1.48, 1.24], [-1.58, -0.31, -1.92], [0.98, 0.02, -0.02], [-0.32, -0.15, -0.75], [0.28, -0.52, -0.43], [2.15, 1.27, 0.46], [-3.54, -3.17, -3.01], [-1.94, 2.16, -0.10], [1.70, 1.12, 0.19], [0.80, 1.76, 1.11], [1.66, -0.41, 3.09], [0.42, 0.24, -0.79], [-0.55, -0.90, 0.43], [1.45, -0.83, -0.93]],
  "mulliken_charge": [-1.4937, 0.5794, -0.1723, -0.6494, -0.2249, -0.7127, 0.0861, 0.3153, 0.4085, 0.3709, 0.1699, 0.4155, 0.3807, 0.3898, 0.1194, -0.8690, -0.5573, 0.2872, 0.2179, 0.3330, 0.2460, 0.0150, 0.3445]
}